# 1
The following is a quantum chemistry calculation of a structure of composition C31H59Br24NO3 in a non-equilibrium geometry, from the Open Molecules 2025 dataset.

```
! wB97M-V def2-TZVPD RIJCOSX def2/J DEFGRID3
* xyz 0 1
O 1.69738 1.50228 3.63730
C 1.94776 0.78548 2.69145
O 3.07080 0.97045 1.77745
C 1.03557 -0.38577 2.32643
C 0.07171 0.08836 1.18674
C -1.40728 -0.37623 1.34607
C -2.00494 -0.21555 2.76502
C -3.31995 0.57663 2.51842
C -2.77620 1.53620 1.43317
O -2.81383 2.72462 1.37647
N -2.17581 0.62114 0.54104
H 2.60564 1.24189 0.94749
H 1.61267 -1.23788 1.94064
H 0.53288 -0.69647 3.25734
H 0.44998 -0.24402 0.20730
H 0.06590 1.19334 1.20920
H -1.54376 -1.38458 0.92701
H -1.33986 0.56115 3.19709
H -1.99987 -1.05648 3.46259
H -3.61606 1.00107 3.48232
H -4.10912 -0.04579 2.07525
H -1.63545 1.11594 -0.16114
Br 4.23651 -1.77095 -2.28168
C 4.93735 0.04560 -2.39569
C 4.58398 0.84134 -1.17137
Br 2.71903 1.43157 -1.20284
H 4.55646 0.47851 -3.31072
H 6.01522 -0.07302 -2.47735
H 5.16386 1.76131 -1.12399
H 4.72224 0.28111 -0.24965
Br 4.01801 2.74421 -4.61589
C 5.56891 3.55656 -5.47524
C 6.60472 2.52726 -5.83857
Br 7.61346 1.95100 -4.27443
H 5.94141 4.31708 -4.79584
H 5.17660 4.03548 -6.37204
H 7.34470 2.95309 -6.51302
H 6.18040 1.63470 -6.28846
Br 3.60493 0.18919 3.89924
C 4.85854 -0.46571 5.27177
C 4.18903 -0.60422 6.61251
Br 3.94381 1.12772 7.47068
H 5.69262 0.22195 5.27805
H 5.19580 -1.43674 4.91406
H 4.81601 -1.17340 7.29764
H 3.20812 -1.06765 6.55252
Br -4.92443 2.85205 7.62775
C -4.06979 4.10114 6.40071
C -3.43731 3.38517 5.23773
Br -1.76014 2.53747 5.74966
H -3.35828 4.67868 6.98283
H -4.87000 4.75441 6.05782
H -3.17017 4.09040 4.45271
H -4.07105 2.60931 4.82140
Br 7.56401 -1.78230 0.89307
C 8.82512 -2.43247 2.22847
C 8.17623 -2.55694 3.58106
Br 7.96659 -0.81890 4.43408
H 9.67154 -1.75259 2.22302
H 9.14367 -3.40838 1.86681
H 8.80691 -3.13061 4.25763
H 7.18930 -3.00988 3.53848
Br 0.32095 -0.73468 5.49184
C -0.90619 -1.84787 6.51092
C -0.15078 -2.87630 7.30786
Br 0.47525 -4.31661 6.15854
H -1.60482 -2.28219 5.80146
H -1.44240 -1.16551 7.16913
H -0.79910 -3.34973 8.04300
H 0.72268 -2.47030 7.80918
Br 4.61020 2.15801 -9.28876
C 3.07062 1.89225 -8.12327
C 1.85912 2.62430 -8.63193
Br 1.98057 4.53237 -8.26271
H 3.37179 2.20953 -7.13041
H 2.89809 0.81735 -8.12256
H 0.96428 2.28906 -8.11092
H 1.71368 2.51724 -9.70263
Br -3.01271 -2.17720 -1.84911
C -1.45140 -1.36564 -2.67377
C -0.40449 -2.39535 -2.99966
Br 0.55985 -2.94743 -1.40248
H -1.09598 -0.59799 -1.99211
H -1.82456 -0.89513 -3.58310
H 0.35399 -1.97624 -3.65921
H -0.81526 -3.29392 -3.44981
Br 2.57971 -7.10440 4.92291
C 2.00872 -6.60066 3.13006
C 3.17572 -6.18658 2.27315
Br 3.78723 -4.39146 2.72315
H 1.26620 -5.81580 3.24400
H 1.53218 -7.49104 2.72416
H 2.88044 -6.13169 1.22683
H 4.03176 -6.84706 2.37161
Br -4.94595 1.78184 -3.60571
C -6.35466 0.50288 -4.02221
C -5.92784 -0.90480 -3.70979
Br -4.71490 -1.59228 -5.07035
H -6.61569 0.65015 -5.06567
H -7.19498 0.79418 -3.39638
H -6.78430 -1.58283 -3.72206
H -5.41581 -0.99692 -2.75697
Br -7.15484 2.96941 -6.75789
C -6.43310 4.77539 -6.81143
C -6.76644 5.53693 -5.55661
Br -8.61939 6.13549 -5.55788
H -6.81945 5.24337 -7.71169
H -5.35611 4.64833 -6.90525
H -6.17349 6.44740 -5.49391
H -6.62361 4.95088 -4.65342
Br -7.90901 0.05556 -0.67967
C -9.32175 -1.20350 -1.14092
C -8.89050 -2.62306 -0.89067
Br -7.68644 -3.26811 -2.28163
H -9.59131 -1.01497 -2.17604
H -10.15870 -0.94001 -0.49714
H -9.74595 -3.29504 -0.92524
H -8.37313 -2.74798 0.05564
*
```

The largest force on an atom is 8.440 eV Å⁻¹. Its HOMO energy is -8.6 eV. The frontier orbital gap comes out at 8.6 eV.

Here are the Löwdin charges for atoms 1 to 8, given in e: number 1, O, carries -0.078; number 2, C, carries -0.794; number 3, O, carries -0.237; number 4, C, carries -0.151; number 5, C, carries -0.142; number 6, C, carries -0.286; number 7, C, carries -0.136; number 8, C, carries -0.066

# 2
The following is a quantum chemistry calculation of the molecule C27H38O3, from the Open Molecules 2025 dataset.

```
! wB97M-V def2-TZVPD RIJCOSX def2/J DEFGRID3
* xyz 0 1
C 1.92614 0.75284 2.75641
C 1.54410 0.12458 1.81207
C 1.10708 -0.68938 0.68793
C 2.03237 -0.44079 -0.53322
H 3.00050 -0.07350 -0.19658
H 2.20032 -1.38644 -1.04917
C 1.30424 0.57769 -1.42944
H 1.95003 1.41880 -1.67568
H 0.97832 0.11846 -2.36308
C 0.09901 1.01413 -0.59339
C -1.08925 1.65821 -1.29754
C -0.67108 2.90687 -2.06789
C -1.88405 3.52092 -2.76120
C -2.99012 3.80874 -1.79458
C -3.61075 4.99401 -1.79511
C -4.80914 5.29319 -1.01488
O -5.28509 6.40442 -0.92689
C -5.44019 4.07172 -0.38431
C -4.36256 3.16546 0.19734
H -4.84032 2.31138 0.67830
H -3.81080 3.72009 0.96039
C -3.37977 2.68231 -0.87579
H -3.87382 1.91651 -1.49093
C -2.12986 2.03924 -0.23092
C -2.51585 0.82843 0.62964
H -3.16361 1.15366 1.44391
H -3.08417 0.12186 0.02218
C -1.30524 0.12585 1.25128
C -0.29247 -0.25633 0.17553
C -0.85134 -1.37634 -0.70517
H -1.75969 -1.06600 -1.21093
H -0.13264 -1.68977 -1.45531
H -1.08443 -2.23632 -0.08199
H -1.63688 -0.76103 1.79456
H -0.83056 0.79826 1.96909
H -1.66977 2.78938 0.42365
H -6.15070 4.38173 0.38307
H -5.99286 3.54292 -1.16649
H -3.26445 5.79267 -2.43734
H -1.60101 4.43222 -3.28978
H -2.26037 2.80844 -3.50315
H 0.08417 2.65481 -2.81332
H -0.23599 3.63399 -1.37900
H -1.53112 0.94948 -2.00461
H 0.46401 1.73200 0.15230
O 1.06835 -2.07150 1.08645
C 2.19949 -2.64634 1.50176
O 3.27130 -2.10416 1.53939
C 1.93326 -4.07573 1.92583
H 1.78738 -4.06158 3.00905
H 1.00765 -4.41715 1.46093
C 3.10958 -4.98437 1.57192
C 3.25123 -5.15067 0.06113
C 4.36248 -6.11854 -0.34779
C 5.77174 -5.64855 0.04162
C 6.30656 -6.33029 1.29656
H 7.30031 -5.95655 1.53408
H 6.37531 -7.40569 1.14376
H 5.66041 -6.14743 2.15048
H 6.46147 -5.85849 -0.77890
H 5.76418 -4.56730 0.18980
H 4.31112 -6.24091 -1.43210
H 4.16912 -7.09673 0.09781
H 2.30391 -5.51679 -0.34573
H 3.44858 -4.17319 -0.38502
H 2.96338 -5.96180 2.03603
H 4.01618 -4.53530 1.97725
H 2.26571 1.32105 3.57023
*
```

The largest force on an atom is 0.695 eV Å⁻¹. Its HOMO energy is -9.3 eV. The frontier orbital gap comes out at 9.8 eV. The SMILES is C#C[C@]1(OC(=O)CCCCCC)CC[C@H]2[C@@H]3CCC4=CC(=O)CC[C@@H]4[C@H]3CC[C@@]21C. The energy relative to the best compared isomer or geometry (same formula, charge and spin) is 7.7 kJ/mol.

Here are the Löwdin charges for atoms 1 to 8, given in e: number 1, C, carries 0.180; number 2, C, carries -0.058; number 3, C, carries -0.373; number 4, C, carries -0.072; number 5, H, carries 0.123; number 6, H, carries 0.124; number 7, C, carries -0.111; number 8, H, carries 0.115

# 3
The following is a quantum chemistry calculation of a structure of composition B4F16Sr in a non-equilibrium geometry, from the Open Molecules 2025 dataset.

```
! wB97M-V def2-TZVPD RIJCOSX def2/J DEFGRID3
* xyz -1 2
Sr 0.03320 -0.25094 -0.25512
B -0.78441 -1.90085 -2.22655
F -0.21791 -2.62790 -1.17354
F -0.98773 -2.72744 -3.29254
F -1.86317 -1.28881 -1.72156
F 0.16779 -0.99993 -2.55364
B 2.73917 0.41600 0.21750
F 2.72512 -0.76507 -0.45973
F 4.00455 0.75735 0.52753
F 2.03988 1.38625 -0.46613
F 2.10282 0.13990 1.30462
B -1.40887 2.12167 -0.68908
F -0.45478 2.29863 0.34456
F -0.71416 1.61505 -1.78425
F -2.28072 1.11985 -0.32662
F -2.06785 3.27966 -0.96174
B -0.59132 -0.49599 2.69735
F -1.63609 -0.94521 3.47714
F -0.96150 0.65939 2.10257
F 0.45383 -0.26708 3.46065
F -0.29785 -1.52455 1.77858
*
```

The largest force on an atom is 6.761 eV Å⁻¹. Its HOMO energy (spin up / spin down) is -9.8 / -9.8 eV. The frontier orbital gap (spin up / spin down) comes out at 12.5 / 3.4 eV. As for the expectation value of S²: 0.75.

Here are the Löwdin charges for atoms 1 to 8, given in e: number 1, Sr, carries 1.912; number 2, B, carries -1.498; number 3, F, carries 0.073; number 4, F, carries 0.175; number 5, F, carries 0.167; number 6, F, carries 0.106; number 7, B, carries -1.584; number 8, F, carries 0.151